(1)
C39H32Cl5HfN4O2P | ωB97M-V/def2-TZVPD

Kohn-Sham gap, eV: 5.831
E, eV: -124212.8030
Charge: +2
ΔE to the lowest compared entry with this formula, charge and spin, kcal/mol: 20.1

The geometry in XYZ format:
```
84
Properties=species:S:1:pos:R:3:forces:R:3
Hf -0.25457 1.73388 -0.31513 -0.74 0.25 0.52
C 1.71290 0.89486 -2.87625 -0.19 1.53 -0.56
C 2.22306 -0.03117 -1.79155 -0.33 -0.72 0.04
C 2.83720 0.73197 -0.67637 -1.64 0.50 0.75
C 4.16980 0.85236 -0.48691 1.58 1.00 0.92
C 4.66204 1.76327 0.50852 -1.02 -0.29 -0.95
C 3.76447 2.43770 1.33726 -0.08 -1.49 -0.94
C 2.40207 2.02476 1.22216 1.04 1.68 0.41
N 1.92487 1.35350 0.17437 1.37 -0.93 0.10
N 0.30288 1.52857 -2.64844 1.37 -0.40 1.13
C -0.73692 0.66023 -3.20562 0.20 -1.62 -0.35
C -2.07458 1.00942 -2.66026 -1.17 0.44 1.73
C -3.28134 0.36686 -2.96412 1.17 0.22 0.05
C -4.42276 0.71536 -2.26917 0.61 0.70 -0.47
C -4.39690 1.80338 -1.38873 -0.18 -0.87 -0.92
C -3.21512 2.40892 -1.13086 0.59 0.51 0.72
N -2.06244 1.95260 -1.67070 0.28 0.02 -0.46
C 0.19589 2.87559 -3.22647 -1.10 1.42 -0.22
C 0.53077 4.08068 -2.29001 -0.23 -0.48 -1.34
C 0.59753 5.38790 -2.86693 -1.29 -2.31 -1.10
C 1.07002 6.38388 -2.08758 0.54 1.45 0.59
C 1.47613 6.11452 -0.74648 -0.12 -0.14 -0.78
C 1.33360 4.83880 -0.27041 -0.96 -0.30 0.19
N 0.73771 3.82466 -1.00223 1.23 0.45 -0.16
H 1.73798 0.45537 -3.87126 -0.32 -0.31 0.00
H 2.45019 1.71435 -2.93601 -0.56 0.06 -0.02
H 2.96079 -0.74406 -2.17893 -0.16 0.30 -0.21
H 1.42191 -0.65690 -1.39956 -0.16 -0.16 -0.02
H 4.89011 0.35066 -1.14138 -0.41 0.09 0.28
H 5.72716 1.95683 0.52537 -0.05 0.05 0.20
H 4.16196 3.21954 1.97864 -0.58 -0.37 0.40
H 1.69127 2.37597 1.98099 0.00 -0.01 -0.39
H -0.51225 -0.42837 -2.96200 -0.23 1.44 -0.22
H -0.76716 0.75688 -4.28355 0.08 0.00 -0.50
H -3.27639 -0.42104 -3.70275 -0.13 -0.04 -0.06
H -5.30390 0.20064 -2.56344 -0.86 -0.25 0.27
H -5.26140 2.20283 -0.94277 -1.06 0.17 0.45
H -3.18048 3.26498 -0.42416 0.30 -0.78 -0.62
H -0.84452 3.09254 -3.57728 0.58 -0.55 0.44
H 0.74482 2.89638 -4.16486 0.55 0.35 0.05
H 0.12976 5.50197 -3.90609 1.23 0.08 1.54
H 1.15881 7.37905 -2.55242 -0.08 -0.38 0.67
H 1.83627 6.88675 -0.07145 0.11 -0.11 -0.34
H 1.60802 4.60804 0.76126 -0.23 0.00 -0.33
O -0.77022 -1.67944 -1.51401 0.05 1.54 3.82
C -0.95280 -1.37083 -0.30516 -2.39 -1.06 -1.64
O -0.88256 -0.07757 0.14890 1.04 -1.18 -1.17
C -1.53808 -2.36504 0.73078 2.44 0.46 -0.30
P 0.02730 -3.31229 1.33923 -0.32 0.50 0.29
C 0.24999 -4.59132 0.05196 -0.22 -0.62 -1.13
C 1.11098 -5.64354 0.36990 0.16 -0.26 2.62
C 1.68013 -6.49841 -0.57122 0.41 -0.28 -0.02
C 1.23631 -6.42252 -1.90660 0.82 -0.14 -0.10
C 0.31791 -5.43263 -2.23652 -0.12 -0.02 0.82
C -0.17558 -4.52127 -1.29180 0.10 0.33 0.32
C -0.68629 -4.22230 2.77482 0.10 -0.91 -0.38
C -0.03570 -4.19708 4.03605 -0.38 0.75 -1.11
C -0.43784 -5.02525 5.05867 0.70 -0.41 2.07
C -1.54898 -5.85704 4.91529 0.11 0.66 -0.92
C -2.15793 -5.88325 3.65546 -1.32 -1.12 -0.66
C -1.73023 -5.14438 2.52484 0.82 0.47 2.02
H -2.21374 -3.09756 0.32119 -0.39 0.13 -0.36
H -1.87737 -1.87637 1.64500 -0.20 0.11 -0.37
H 1.24231 -5.80164 1.52241 0.47 0.19 -2.29
H 2.52882 -7.15130 -0.24349 -1.21 0.31 -0.44
H 1.63787 -7.08185 -2.72642 -0.40 0.71 1.17
H -0.00700 -5.36861 -3.24765 -0.33 0.11 -0.63
H -0.85165 -3.71163 -1.59614 0.42 -0.76 0.00
H 0.73357 -3.44430 4.22020 0.03 -0.42 -0.18
H 0.16978 -5.03386 6.02408 -1.07 0.14 -1.35
H -1.98412 -6.43631 5.73666 0.45 0.16 -0.38
H -3.01567 -6.59581 3.57637 0.73 0.77 -0.24
H -2.13653 -5.21295 1.51461 -0.16 -0.30 0.47
Cl -2.96003 0.71432 2.49961 0.16 -0.36 -0.66
C -1.64196 1.78891 2.56418 1.84 0.44 0.98
C -1.20776 2.63025 1.49591 -2.05 1.40 -0.53
C -0.91523 3.98441 1.91877 1.17 -1.77 1.19
Cl -1.52788 5.39680 1.08146 0.79 -1.02 0.15
C -0.13913 4.06978 3.11397 -0.98 -0.30 -0.59
Cl 0.61810 5.55426 3.43503 0.41 0.45 0.45
C -0.03471 2.94974 4.00234 -0.54 0.59 -1.50
Cl 1.15634 2.94211 5.22954 -0.47 0.06 -0.05
C -0.95979 1.89339 3.79905 0.51 0.67 0.21
Cl -1.18987 0.80752 5.09620 -0.16 -0.23 -0.10
```
Forces are in eV/Å.

(2)
C39H32CoN2O2P2 | ωB97M-V/def2-TZVPD

Multiplicity: 5
Kohn-Sham gap (spin up / spin down), eV: 7.507 / 4.789
E, eV: -104236.2791
Charge: +1
ΔE to the lowest compared entry with this formula, charge and spin, kcal/mol: 10.5

The geometry in XYZ format:
```
78
Properties=species:S:1:pos:R:3:forces:R:3
Co -1.89714 -0.17161 -0.81035 -0.49 -0.42 0.20
O -2.26907 -0.23222 -2.65817 -0.24 0.46 -0.91
C -2.41689 -1.11399 -3.56055 0.08 -0.01 0.25
C -2.34179 -0.73889 -4.92766 -0.05 0.02 -0.46
C -2.49450 -1.66728 -5.91387 0.03 0.42 0.16
C -2.75071 -3.02562 -5.60872 -0.08 -0.44 0.43
C -2.85539 -3.42484 -4.30304 -0.04 -0.16 -0.66
C -2.68560 -2.50908 -3.24936 0.01 0.07 0.82
C -2.85451 -2.95683 -1.91472 -0.15 -0.49 -0.85
N -2.58467 -2.21394 -0.88041 0.35 1.12 0.64
N -2.84314 -2.68771 0.32405 -0.36 -0.89 -0.41
C -2.73994 -1.74015 1.26265 0.15 0.69 0.07
O -2.48407 -0.51602 0.99754 0.00 -0.38 0.69
C -2.91925 -2.19885 2.65130 -0.08 0.07 0.00
C -4.05323 -2.92052 3.01243 0.02 -0.12 -0.05
C -4.19361 -3.36772 4.31504 -0.03 0.01 0.03
C -3.19272 -3.12420 5.24640 0.02 0.01 -0.02
C -2.05684 -2.41656 4.87900 0.06 0.03 0.05
C -1.92220 -1.94266 3.58484 0.02 0.11 0.01
H -2.16097 0.30305 -5.15497 0.02 -0.03 0.05
H -2.43289 -1.35804 -6.94913 0.02 -0.01 -0.01
H -2.87081 -3.74837 -6.40342 0.00 0.03 -0.02
H -3.06081 -4.46093 -4.06546 -0.01 0.01 0.02
H -3.27085 -3.94945 -1.74368 0.12 0.01 0.05
H -4.81597 -3.13068 2.27413 0.01 0.01 0.00
H -5.08261 -3.91138 4.60517 0.01 -0.01 -0.01
H -3.29272 -3.49595 6.25758 -0.02 0.03 0.00
H -1.27280 -2.22873 5.60143 -0.01 -0.03 0.00
H -1.03486 -1.40140 3.28474 0.03 0.13 0.04
C 1.28624 1.93349 -0.54146 -0.47 0.06 0.25
P 0.39245 0.37630 -0.99769 1.36 0.18 -0.07
C 1.43518 -0.89820 -0.22997 -0.21 -0.03 0.06
C 0.86241 -1.77396 0.68796 0.01 0.08 -0.11
C 1.64885 -2.69189 1.36827 0.00 -0.06 0.05
C 3.01174 -2.74421 1.12491 0.00 0.01 0.01
C 3.58747 -1.88805 0.19295 0.03 0.02 -0.04
C 2.80630 -0.96419 -0.47934 -0.01 0.00 0.00
C 0.74617 0.31116 -2.78715 -0.13 -0.13 -0.04
C 0.35854 1.40404 -3.56359 0.04 -0.03 0.02
C 0.56527 1.39853 -4.93274 -0.01 0.01 0.04
C 1.14912 0.29384 -5.53995 0.05 0.00 -0.03
C 1.50625 -0.80733 -4.77794 -0.02 -0.06 -0.04
C 1.29692 -0.80671 -3.40506 -0.05 0.03 0.09
P 0.39462 3.01586 0.67825 -0.17 -0.13 -0.07
C 1.69496 4.27464 0.96183 -0.04 0.03 0.00
C 2.60111 4.66369 -0.02197 -0.04 -0.03 0.06
C 3.53661 5.65483 0.24057 0.03 0.06 -0.03
C 3.56564 6.27827 1.47762 0.03 0.02 -0.01
C 2.65244 5.91143 2.45659 -0.05 0.01 0.02
C 1.71946 4.92142 2.19932 0.03 -0.03 -0.09
C 0.57213 2.06351 2.23540 0.09 0.07 -0.18
C -0.51905 2.00126 3.09572 0.03 0.02 -0.04
C -0.38213 1.44193 4.35970 -0.04 -0.12 0.05
C 0.83779 0.91410 4.75322 -0.08 -0.05 0.03
C 1.92523 0.95130 3.88876 0.13 -0.01 -0.07
C 1.79933 1.53718 2.64041 -0.10 -0.08 0.11
H 1.38813 2.51182 -1.45729 0.03 -0.01 -0.03
H 2.28055 1.67249 -0.17985 0.04 -0.09 -0.12
H -0.20287 -1.73038 0.87436 0.04 -0.01 0.07
H 1.19375 -3.36254 2.08571 0.01 0.00 0.00
H 3.63429 -3.44966 1.65925 -0.03 -0.03 -0.01
H 4.64890 -1.94312 -0.01030 0.00 0.01 0.02
H 3.25967 -0.30008 -1.20602 0.02 0.01 0.02
H -0.11399 2.26185 -3.09590 0.00 0.02 -0.05
H 0.26737 2.25443 -5.52429 0.02 0.00 -0.01
H 1.32895 0.29677 -6.60715 -0.02 -0.02 0.00
H 1.95033 -1.67553 -5.24747 0.01 0.02 -0.02
H 1.57172 -1.67227 -2.81511 0.03 0.00 -0.03
H 2.58811 4.20166 -1.00139 0.04 0.02 0.02
H 4.24256 5.94439 -0.52720 -0.01 -0.01 0.00
H 4.29240 7.05462 1.67713 0.01 -0.02 0.00
H 2.66427 6.39974 3.42237 0.00 0.00 -0.01
H 1.00615 4.63885 2.96421 0.04 0.01 0.05
H -1.46930 2.41801 2.78378 -0.01 -0.01 0.01
H -1.22824 1.41893 5.03436 0.00 -0.01 0.00
H 0.94805 0.47639 5.73772 -0.01 0.02 -0.01
H 2.88124 0.54909 4.20020 -0.02 -0.01 0.01
H 2.66750 1.61286 1.99551 0.00 -0.01 0.01
```
Forces are in eV/Å.

(3)
C39H33BrGeN4ORuS | ωB97M-V/def2-TZVPD

Kohn-Sham gap (spin up / spin down), eV: 5.823 / 5.824
E, eV: -188950.7495
Charge: +2

The geometry in XYZ format:
```
81
Properties=species:S:1:pos:R:3:forces:R:3
Ru 0.11425 -0.23942 -0.05601 -0.23 -0.16 0.34
Br 6.27658 0.76622 3.89758 -0.15 -0.02 -0.10
C 4.89677 0.43910 2.65127 0.24 0.00 -0.03
C 5.25495 0.07022 1.32485 0.06 0.05 0.15
C 4.30317 -0.16984 0.38441 -0.15 0.01 -0.02
C 2.92461 -0.06582 0.71386 0.12 0.05 0.16
O 2.05748 -0.25531 -0.21708 -0.02 -0.14 -0.33
C 2.55795 0.25745 2.05536 0.34 0.12 0.01
C 1.23707 0.27525 2.50823 -0.33 -0.32 -0.05
N 0.15330 -0.13081 1.84797 0.33 0.49 0.16
C -1.10695 -0.18647 2.51046 -0.18 -0.11 -0.05
C -1.29940 -0.24296 3.86663 0.00 0.04 -0.07
C -2.60602 -0.29473 4.39029 -0.06 -0.01 0.01
C -3.69603 -0.30404 3.56586 0.02 -0.01 0.04
C -3.52420 -0.28830 2.16311 0.04 0.02 -0.05
C -4.59724 -0.31946 1.24154 0.03 -0.02 -0.06
C -4.33033 -0.32300 -0.09778 -0.05 -0.01 0.06
C -2.99587 -0.31740 -0.53383 0.05 -0.03 -0.07
N -1.97121 -0.30017 0.29434 0.10 0.11 0.25
C -2.22048 -0.25230 1.64123 -0.01 0.03 0.10
C 3.59364 0.53707 3.00766 -0.27 0.00 -0.11
H 6.30431 -0.01562 1.07460 0.00 0.00 0.00
H 4.56021 -0.45744 -0.62771 -0.01 -0.01 0.00
H 1.07166 0.61083 3.52669 0.08 -0.09 0.05
H -0.46688 -0.26070 4.55633 0.01 -0.01 -0.01
H -2.73709 -0.33237 5.46265 0.00 0.01 0.00
H -4.69713 -0.34122 3.97478 0.00 0.01 0.00
H -5.61593 -0.34040 1.60741 0.00 0.00 0.01
H -5.11997 -0.34207 -0.83459 0.00 0.00 0.00
H -2.76809 -0.33965 -1.59092 0.00 -0.01 0.04
H 3.31768 0.80141 4.02039 0.01 0.00 0.00
C 2.75845 1.86869 -4.98786 0.00 0.01 -0.01
C 2.59331 2.17263 -3.54056 -0.02 -0.02 0.01
C 3.53944 2.76138 -2.73919 0.02 0.01 0.00
C 3.22395 3.04003 -1.40595 -0.01 -0.05 -0.02
N 2.02498 2.72113 -0.89110 -0.02 -0.01 0.03
C 1.14188 2.13574 -1.65792 0.09 0.12 0.10
S -0.45995 1.70935 -1.04666 -0.06 -0.25 -0.38
N 1.40773 1.87056 -2.96103 -0.03 0.10 0.03
C 4.17957 3.72118 -0.49420 0.00 -0.01 0.02
H 3.79133 2.01057 -5.29270 0.00 0.00 0.00
H 2.13008 2.53644 -5.58136 0.00 0.00 0.00
H 2.46326 0.84208 -5.20621 0.00 0.01 0.00
H 4.50569 3.01920 -3.14706 0.00 0.01 0.00
H 0.66704 1.45572 -3.51462 0.03 -0.04 0.00
H 5.18408 3.76236 -0.90704 0.00 0.00 0.00
H 4.18681 3.21584 0.47133 0.01 0.00 0.01
H 3.82803 4.74099 -0.31866 0.00 0.00 0.00
C -1.20497 -3.38586 1.27281 -0.01 0.05 -0.08
Ge -0.36011 -2.74741 -0.36466 -0.01 -0.05 -0.24
C -1.48514 -3.09591 -1.91076 0.06 0.15 0.00
C -2.14300 -4.32343 -1.96655 -0.04 -0.01 0.05
C -2.94789 -4.64521 -3.05148 0.00 0.00 -0.02
C -3.11335 -3.73967 -4.08846 0.00 0.00 0.02
C -2.46309 -2.51295 -4.04649 0.00 -0.02 0.01
C -1.65302 -2.19982 -2.96572 0.07 -0.01 -0.08
C 1.47934 -3.36857 -0.46238 -0.04 0.04 0.14
C 1.92427 -4.16037 0.56965 -0.04 0.07 0.00
C 3.23715 -4.67740 0.58705 0.08 0.00 -0.02
C 4.09847 -4.37356 -0.42503 -0.02 -0.03 0.05
C 3.69086 -3.54603 -1.50208 -0.09 0.06 0.01
C 4.58390 -3.22121 -2.55161 0.01 0.03 -0.05
C 4.18834 -2.42218 -3.58712 0.06 -0.04 0.03
C 2.87402 -1.91489 -3.61470 -0.07 0.03 0.02
C 1.99348 -2.21057 -2.61163 0.01 0.00 -0.08
C 2.36848 -3.03557 -1.52703 0.10 -0.06 -0.01
H -1.34850 -4.46267 1.16512 0.01 -0.01 0.04
H -2.18285 -2.92968 1.41486 -0.02 -0.02 -0.03
H -0.59092 -3.20198 2.15267 0.00 0.01 0.00
H -2.03218 -5.04804 -1.16777 0.00 0.00 0.01
H -3.44400 -5.60587 -3.08507 -0.01 0.00 0.00
H -3.74413 -3.98986 -4.93073 0.00 0.00 0.00
H -2.58429 -1.80764 -4.85846 0.00 0.00 0.00
H -1.13653 -1.24175 -2.96206 -0.04 0.00 0.03
H 1.26619 -4.41378 1.39225 0.00 0.00 -0.01
H 3.55082 -5.31117 1.40550 0.00 -0.01 -0.01
H 5.10910 -4.76325 -0.42244 0.00 0.00 0.00
H 5.58505 -3.63388 -2.52861 0.00 0.01 0.00
H 4.87204 -2.19870 -4.39520 0.00 0.00 0.00
H 2.55347 -1.31278 -4.45636 -0.01 -0.03 -0.01
H 0.97840 -1.83259 -2.66530 -0.02 -0.02 0.00
```
Forces are in eV/Å.